The following is a quantum chemistry calculation of the molecule C3H4N2O2S, from OMol25.

The geometry in XYZ format:
```
12
Properties=species:S:1:pos:R:3:forces:R:3:mulliken_charge:R:1
N 1.0402 1.4773 -0.0060 -0.1 0.5 -0.4 -0.5664
C 0.1789 0.4264 0.4249 -0.3 0.1 0.7 0.0875
C 0.6686 -0.9548 0.0465 0.0 -0.2 -0.1 0.4105
O 1.7933 -1.2428 -0.2839 -0.3 0.1 0.1 -0.5639
N -0.3890 -1.8514 0.0871 0.2 -0.2 -0.2 -0.2740
S -1.9645 -1.1417 -0.0442 0.1 0.1 0.1 -0.0330
C -1.2837 0.5139 -0.0141 0.1 -0.2 -0.2 0.3040
O -1.8948 1.5054 -0.2693 0.0 0.1 0.1 -0.4995
H 0.5017 2.3371 -0.1668 0.3 -0.5 0.0 0.2835
H 1.5028 1.1907 -0.8617 0.1 0.2 0.0 0.2677
H 0.0899 0.4494 1.5341 0.0 -0.2 -0.3 0.2694
H -0.2433 -2.7095 -0.4467 -0.1 0.4 0.2 0.3142
```
Positions in Å, forces in eV/Å.

E_tot   -21086.1253 eV
Energy above the lowest of the compared OMol25 structures with the same formula, charge and spin   0.707 eV
HOMO level   -0.350 hartree
Charge   0
Largest force on an atom   0.75 eV/Å
SMILES string   N[C@@H]1C(=O)NSC1=O

The following is a quantum chemistry calculation of the molecule C3H4N2O2S in a non-equilibrium geometry, from OMol25.

The geometry in XYZ format:
```
12
Properties=species:S:1:pos:R:3:forces:R:3:mulliken_charge:R:1
C -0.2763 0.1377 1.8133 -0.1 1.3 1.9 0.0503
C 0.5375 -0.2767 0.6273 0.1 -0.8 -0.7 0.5135
C -0.1052 0.0428 -0.6709 1.2 3.5 0.9 -0.9527
N 1.6608 -0.9091 0.6127 0.9 1.5 -2.5 0.0313
N 2.2635 -1.5671 1.4859 -2.4 -1.7 3.5 -0.1351
O -1.4217 0.5618 1.7360 1.8 -1.0 -0.1 -0.4583
O 3.4621 -1.9148 1.5596 -0.6 -0.8 0.5 -0.1575
S 4.8639 -1.5118 0.9231 1.3 1.3 -1.4 -0.1478
H 0.2757 0.1781 2.8116 -0.6 -0.4 -0.9 0.3220
H -0.5138 -0.7126 -1.2110 -1.2 -2.7 -1.2 0.3129
H 0.5876 0.5669 -1.3705 -0.3 -0.3 0.7 0.2950
H -0.8979 0.7321 -0.3661 -0.1 0.0 -0.7 0.3266
```
Positions in Å, forces in eV/Å.

E_tot   -21079.3600 eV
Energy above the lowest of the compared OMol25 structures with the same formula, charge and spin   7.472 eV
HOMO level (alpha / beta)   -0.322 / -0.322 hartree
Charge   0
Largest force on an atom   4.58 eV/Å

The following is a quantum chemistry calculation of a cluster of 2 separate species, C3H4N2O2S in total in a non-equilibrium geometry, from OMol25.

The geometry in XYZ format:
```
12
Properties=species:S:1:pos:R:3:forces:R:3:mulliken_charge:R:1
C 1.0641 -0.2701 0.2007 -2.0 -0.8 -1.6 -0.1814
C -1.2905 -0.6679 -0.0334 -1.8 0.3 0.4 0.4818
C 0.3202 0.8844 0.0987 4.9 4.3 -3.2 0.6290
H 3.3508 0.2744 -0.7634 -1.5 -1.9 1.4 0.1953
H 0.0088 -2.2473 -0.5899 0.4 3.9 3.0 0.3298
H -3.2669 -0.4037 -0.0087 1.3 -0.4 -0.5 0.2711
H -0.1348 2.8172 1.4627 0.9 -0.1 -1.9 0.1648
N -0.0451 -1.2376 0.0794 1.0 -6.1 -2.8 -0.2452
N -2.5154 -1.1029 -0.1851 2.7 0.5 0.7 -0.7242
O -0.9457 0.6386 0.1119 -3.6 2.3 0.3 -0.2067
O 0.7218 2.1645 -0.3830 -2.3 -4.3 5.2 -0.4484
S 2.7328 -0.8495 0.0102 0.2 2.3 -1.0 -0.2657
```
Positions in Å, forces in eV/Å.

E_tot   -21078.1071 eV
Energy above the lowest of the compared OMol25 structures with the same formula, charge and spin   8.725 eV
HOMO level   -0.293 hartree
Charge   0
Largest force on an atom   7.24 eV/Å

The following is a quantum chemistry calculation of the molecule C3H4N2O2S in a non-equilibrium geometry, from OMol25.

The geometry in XYZ format:
```
12
Properties=species:S:1:pos:R:3:forces:R:3:mulliken_charge:R:1
O -2.6784 -1.2881 0.2919 1.5 2.0 -1.8 -0.5364
C -1.7054 -0.6790 -0.1715 -1.3 -4.4 2.5 0.4702
C -1.4541 0.7366 -0.2223 -0.2 2.9 0.8 -0.2846
N -0.0057 1.0499 -0.2881 1.6 0.7 3.2 -0.3806
C 0.7898 -0.1706 -0.1928 -0.5 0.7 -1.4 0.4456
N 2.0443 -0.0172 -0.2073 0.9 1.4 1.7 -0.3453
O 2.8640 -1.0861 0.0580 3.4 -0.8 2.3 -0.4419
S -0.2089 -1.6197 -0.4093 0.6 0.0 0.1 -0.1123
H -1.7492 1.0484 0.8332 -0.6 0.2 -1.7 0.2189
H -2.0688 1.1663 -1.0995 0.9 -0.2 1.6 0.2463
H 0.3666 1.6941 0.6509 -1.6 -2.3 -3.8 0.3590
H 3.8057 -0.8345 0.7569 -4.7 -0.2 -3.4 0.3610
```
Positions in Å, forces in eV/Å.

E_tot   -21082.1107 eV
Energy above the lowest of the compared OMol25 structures with the same formula, charge and spin   4.721 eV
HOMO level   -0.330 hartree
Charge   0
Largest force on an atom   5.77 eV/Å
SMILES string   O=C1CN/C(=N/O)S1

The following is a quantum chemistry calculation of the molecule C3H4N2O2S in a non-equilibrium geometry, from OMol25.

The geometry in XYZ format:
```
12
Properties=species:S:1:pos:R:3:forces:R:3:mulliken_charge:R:1
C -0.3937 -0.4785 1.6041 -0.2 0.2 -0.2 -0.8284
N -0.1488 -0.3486 0.1376 0.1 -0.6 1.5 0.0297
O -0.8415 0.8434 -0.2630 -0.1 0.2 -0.3 -0.2477
C -0.7713 0.9026 -1.6034 -0.4 -0.1 -1.0 0.1435
N 0.2338 0.5383 -2.2747 0.1 0.3 0.1 -0.3039
O 1.3497 0.2956 -1.4336 0.4 -0.3 -0.6 -0.1578
C 1.1562 -0.3867 -0.3086 0.1 0.5 0.8 0.3518
S 2.4134 -1.0713 0.4662 -0.2 -0.1 -0.1 -0.3269
H 0.1547 -1.3243 2.0282 0.0 0.2 -0.5 0.3634
H -0.0683 0.4513 2.1111 -0.2 -0.5 -0.3 0.3368
H -1.4684 -0.6544 1.7583 0.4 0.2 -0.2 0.2713
H -1.6157 1.2326 -2.2221 0.0 0.0 0.8 0.3680
```
Positions in Å, forces in eV/Å.

E_tot   -21082.1900 eV
Energy above the lowest of the compared OMol25 structures with the same formula, charge and spin   4.642 eV
HOMO level   -0.334 hartree
Charge   0
Largest force on an atom   1.63 eV/Å
SMILES string   CN1OC=NOC1=S

The following is a quantum chemistry calculation of the molecule C3H4N2O2S in a non-equilibrium geometry, from OMol25.

The geometry in XYZ format:
```
12
Properties=species:S:1:pos:R:3:forces:R:3:mulliken_charge:R:1
H 0.5081 -2.5842 0.3051 -1.4 4.3 0.5 0.2729
N 0.2842 -1.4836 0.6407 1.3 -4.2 -1.1 -0.6070
C 0.0038 -0.4822 -0.0437 -1.0 2.9 1.0 0.3120
N 0.0224 0.8522 0.5964 0.0 -1.3 -2.9 -0.0628
C 0.2836 1.2155 1.8301 -0.3 -1.1 3.7 -0.1591
S 0.7652 2.7749 2.3830 -1.0 -2.9 -1.0 -0.2771
C -0.4788 -0.0285 -1.5074 2.0 1.3 -3.2 0.7132
O -0.4156 1.2154 -1.8019 -1.1 -6.0 0.5 -0.5243
O -0.6586 -1.0189 -2.5338 1.7 -2.2 3.9 -0.5224
H -0.0291 1.4788 -0.2277 0.2 0.7 1.3 0.2617
H 0.0135 0.1710 2.5409 1.2 3.3 -1.5 0.2134
H -0.2989 -2.1103 -2.1816 -1.8 5.3 -1.1 0.3794
```
Positions in Å, forces in eV/Å.

E_tot   -21082.4211 eV
Energy above the lowest of the compared OMol25 structures with the same formula, charge and spin   4.411 eV
HOMO level   -0.309 hartree
Charge   0
Largest force on an atom   6.16 eV/Å
SMILES string   [H]/N=C(/NC=S)C(=O)O